# 1
Formula: C5H13N2O
Source: the OMol25 dataset
Level of theory: the ωB97M-V functional and the def2-TZVPD basis

HOMO energy: -0.45905 hartree
Kohn-Sham gap: 0.3290 hartree
total charge: +1
multiplicity: 1
E_LUMO: -3.54 eV

Cartesian coordinates (Å):
N  1.674  -0.576  -1.301
C  0.242  -0.756  -1.464
C  -0.477  0.531  -1.941
O  -0.974  1.360  -0.873
C  -0.404  -1.483  -0.226
C  -0.574  -0.580  0.901
C  0.335  -0.270  1.846
N  -0.098  0.977  2.541
H  2.099  -0.875  -0.434
H  2.043  0.356  -1.424
H  0.174  -1.477  -2.371
H  0.159  1.137  -2.594
H  -1.411  0.353  -2.473
H  -0.876  2.299  -1.066
H  0.292  -2.317  0.073
H  -1.339  -1.987  -0.516
H  -1.536  -0.132  1.125
H  1.326  -0.590  2.109
H  -0.525  0.868  3.469
H  0.589  1.725  2.747
H  -0.720  1.436  1.872

=====

# 2
Formula: C4H13NO3
Source: the OMol25 dataset
Level of theory: the ωB97M-V functional and the def2-TZVPD basis

HOMO energy: -0.32237 hartree
Kohn-Sham gap: 0.3459 hartree
multiplicity: 1
E_LUMO: 0.64 eV

Cartesian coordinates (Å):
C  -1.137  1.768  2.747
C  -1.314  1.248  1.343
O  -0.563  2.119  0.419
C  -0.611  -0.082  1.128
N  -0.923  -0.808  -0.086
C  0.137  -1.224  -0.961
O  1.268  -0.342  -1.027
H  -1.347  2.827  2.920
H  -0.064  1.723  2.995
H  -1.618  1.091  3.450
H  -2.368  1.219  1.015
H  -1.239  2.653  -0.013
H  -0.880  -0.781  1.943
H  0.461  0.057  1.280
H  -1.788  -0.541  -0.522
H  0.551  -2.175  -0.616
H  -0.135  -1.182  -2.015
H  1.017  0.574  -1.117
O  3.958  -2.736  -4.296
H  3.278  -2.815  -4.987
H  3.317  -2.592  -3.597

=====

# 3
Formula: C48H48F17N3O37S2
Source: the OMol25 dataset
Level of theory: the ωB97M-V functional and the def2-TZVPD basis

HOMO energy: -0.33421 hartree
Kohn-Sham gap: 0.2582 hartree
multiplicity: 1
E_LUMO: -2.07 eV

Cartesian coordinates (Å):
C  7.099  -3.485  3.483
C  7.998  -2.386  2.699
C  7.903  -2.542  1.077
F  7.041  -3.660  0.687
C  7.555  -1.181  0.321
C  6.151  -0.474  0.365
C  4.992  -1.156  1.272
C  4.275  -2.404  0.551
C  2.655  -2.416  0.752
C  1.870  -2.045  -0.607
O  2.280  -2.274  -1.770
O  0.594  -1.372  -0.443
C  5.871  0.886  -0.427
S  4.223  1.716  -0.394
O  3.058  0.749  -0.194
O  4.233  2.657  0.804
C  3.806  2.680  -1.944
F  4.330  2.123  -3.144
F  4.265  4.029  -1.702
C  2.200  2.828  -2.182
F  1.502  3.246  -1.033
F  1.735  1.619  -2.750
F  2.062  3.828  -3.215
C  7.066  1.501  -1.244
N  6.947  2.797  -1.995
C  8.488  0.799  -1.335
N  9.661  1.256  -2.089
S  10.796  0.026  -1.789
N  10.073  -1.101  -0.734
C  8.730  -0.548  -0.556
H  5.966  -3.243  3.447
H  7.383  -3.591  4.592
H  7.200  -4.542  3.024
H  7.538  -1.355  2.976
H  9.081  -2.366  3.078
H  8.966  -2.873  0.753
H  5.492  -1.581  2.229
H  4.241  -0.367  1.668
H  4.638  -3.366  1.085
H  4.500  -2.467  -0.568
H  2.318  -1.810  1.661
H  2.362  -3.518  0.982
H  0.438  -1.319  0.539
H  6.972  2.496  -2.990
H  7.867  3.258  -1.835
O  2.830  -2.144  3.780
C  2.444  -1.084  4.187
O  1.132  -0.736  4.258
C  1.076  0.526  4.904
C  2.441  1.077  4.646
F  2.847  1.871  5.665
O  3.258  -0.081  4.623
H  0.873  0.380  5.967
H  0.290  1.145  4.480
H  2.539  1.614  3.697
O  -2.082  8.349  -3.472
C  -1.158  7.765  -3.961
O  -1.091  6.407  -4.084
C  0.086  6.127  -4.827
C  0.918  7.344  -4.585
F  1.702  7.618  -5.655
O  -0.043  8.372  -4.456
H  -0.174  5.995  -5.881
H  0.568  5.216  -4.468
H  1.531  7.298  -3.679
O  -1.130  1.671  5.778
C  -2.146  1.835  5.155
O  -2.895  0.818  4.651
C  -4.067  1.405  4.105
C  -3.625  2.806  3.834
F  -4.652  3.676  3.976
O  -2.681  3.051  4.863
H  -4.875  1.351  4.840
H  -4.382  0.885  3.199
H  -3.151  2.948  2.859
O  6.383  -7.262  2.459
C  5.364  -7.069  1.858
O  4.578  -8.057  1.346
C  3.413  -7.426  0.833
C  3.890  -6.032  0.583
F  2.885  -5.133  0.761
O  4.854  -5.832  1.595
H  2.617  -7.471  1.580
H  3.070  -7.915  -0.074
H  4.350  -5.883  -0.398
O  -3.883  -2.518  2.387
C  -3.529  -2.452  1.245
O  -2.600  -1.569  0.782
C  -2.367  -1.901  -0.580
C  -3.625  -2.613  -0.956
F  -3.385  -3.567  -1.888
O  -4.010  -3.247  0.247
H  -1.483  -2.539  -0.652
H  -2.201  -1.004  -1.179
H  -4.430  -1.955  -1.298
O  -3.182  2.801  -0.127
C  -2.880  2.894  -1.283
O  -2.022  3.833  -1.776
C  -1.829  3.524  -3.149
C  -3.059  2.745  -3.479
F  -2.805  1.812  -4.429
O  -3.358  2.081  -2.267
H  -0.913  2.935  -3.263
H  -1.739  4.432  -3.747
H  -3.912  3.359  -3.781
O  1.458  -8.882  0.278
C  0.359  -8.591  0.663
O  -0.708  -8.384  -0.158
C  -1.837  -8.196  0.684
C  -1.210  -7.742  1.962
F  -1.933  -8.151  3.030
O  0.030  -8.420  1.972
H  -2.373  -9.143  0.789
H  -2.518  -7.452  0.267
H  -1.040  -6.663  2.022
O  -5.527  1.291  1.023
C  -6.373  0.643  0.478
O  -6.148  -0.568  -0.108
C  -7.416  -1.063  -0.517
C  -8.224  0.189  -0.637
F  -9.524  -0.041  -0.338
O  -7.674  1.026  0.360
H  -7.803  -1.743  0.247
H  -7.341  -1.603  -1.462
H  -8.149  0.681  -1.612
O  -2.917  -3.560  6.843
C  -2.370  -2.658  7.407
O  -2.862  -2.039  8.520
C  -1.864  -1.126  8.952
C  -1.089  -0.883  7.697
F  0.217  -0.643  7.972
O  -1.183  -2.115  7.013
H  -1.261  -1.591  9.737
H  -2.312  -0.213  9.348
H  -1.490  -0.082  7.069
O  -2.288  4.666  -6.982
C  -3.159  4.020  -7.492
O  -2.959  2.831  -8.125
C  -4.244  2.331  -8.467
C  -5.072  3.575  -8.501
F  -6.348  3.321  -8.128
O  -4.470  4.391  -7.517
H  -4.575  1.625  -7.700
H  -4.222  1.818  -9.430
H  -5.064  4.094  -9.464
O  -6.885  2.830  -4.533
C  -6.989  3.966  -4.168
O  -5.974  4.684  -3.606
C  -6.458  6.010  -3.440
C  -7.938  5.807  -3.403
F  -8.588  6.873  -3.927
O  -8.135  4.697  -4.255
H  -6.136  6.622  -4.287
H  -6.075  6.455  -2.520
H  -8.337  5.583  -2.409

=====

# 4
Formula: C3H2LiO2
Source: the OMol25 dataset
Level of theory: the ωB97M-V functional and the def2-TZVPD basis

HOMO energy: -0.52502 hartree
Kohn-Sham gap: 0.2822 hartree
total charge: +1
multiplicity: 1
E_LUMO: -6.61 eV

Cartesian coordinates (Å):
O  1.541  -1.428  0.238
C  0.431  -1.081  -0.087
C  -0.306  0.176  0.831
H  0.143  0.576  1.742
C  -0.356  0.755  -0.499
O  -1.504  0.652  0.313
H  -0.221  -1.713  -0.729
Li  0.272  2.063  -1.810